DFT (ωB97M-V/def2-TZVPD) results for 2 unconnected molecules or ions with the total composition C7H10.

```
17
Properties=species:S:1:pos:R:3
C -1.40700 0.60416 -1.43976
C -1.70159 -0.43203 -0.34332
C -0.64290 -0.65548 -1.46674
C 0.77266 -0.64317 -1.02894
C 1.12748 -0.13885 0.15227
C 0.09803 0.32615 1.15260
C -1.31687 -0.13543 1.01008
H -2.21527 0.75238 -2.14954
H -0.88435 1.50983 -1.14474
H -2.65075 -0.94445 -0.49063
H -0.92443 -1.38825 -2.21900
H 1.51423 -1.04920 -1.71296
H 2.17255 -0.12538 0.45588
H 3.18593 0.46822 2.84044
H 0.44623 0.14677 2.17793
H -0.02096 1.42719 1.11900
H 2.58698 0.14614 3.14028
```

Summary:
- LUMO energy (eV) = 0.4
- relative energy (zero: lowest compared OMol25 entry of this formula, charge and spin) (kcal/mol) = 118.27
- highest occupied orbital energy (Eh) = -0.2911

Atomic partial charges in e from the natural (NBO) method, atoms 1 to 5: C -0.34; C -0.40; C -0.24; C -0.20; C -0.20

DFT (ωB97M-V/def2-TZVPD) results for C7H10 in the gas phase.

```
17
Properties=species:S:1:pos:R:3
C -1.50314 -0.06967 0.54185
C -0.62717 -0.78590 -0.48771
C -0.56615 -0.13118 -1.91219
C 0.84730 -0.71124 -0.47520
C 1.35899 0.62743 0.04112
C 1.58419 0.33475 1.46087
C 1.73309 0.02513 2.61519
H -2.56565 -0.16413 0.29192
H -1.34800 -0.52246 1.52735
H -1.27543 0.99687 0.63478
H -0.96951 -1.82082 -0.59351
H -1.10613 -0.72620 -2.65025
H -0.92691 0.89981 -1.87956
H 0.47965 -0.10780 -2.27615
H 0.68564 1.49492 -0.04924
H 2.31275 0.88849 -0.43010
H 1.88647 -0.22801 3.64084
```

Summary:
- LUMO energy (eV) = 0.7
- relative energy (zero: lowest compared OMol25 entry of this formula, charge and spin) (kcal/mol) = 125.49
- highest occupied orbital energy (Eh) = -0.3018

Atomic partial charges in e from the natural (NBO) method, atoms 1 to 5: C -0.62; C -0.36; C -0.59; C 0.15; C -0.63

DFT (ωB97M-V/def2-TZVPD) results for 2 unconnected molecules or ions with the total composition C7H10.

```
17
Properties=species:S:1:pos:R:3
C 2.12024 -0.90406 -0.94740
C 1.75220 -2.00857 -0.30728
C -0.28295 1.14659 -0.84365
C -1.40056 0.13345 -0.82161
C -1.68190 1.10079 0.28835
C -0.94453 0.68214 1.51993
C -0.08962 1.41921 0.53934
H 1.75167 -0.66112 -1.94103
H 2.79949 -0.18191 -0.50047
H 1.07300 -2.73033 -0.75580
H 2.11633 -2.24151 0.69075
H -2.01933 0.14185 -1.71811
H -1.24160 -0.87928 -0.43979
H -2.40865 1.90277 0.26712
H -0.81842 -0.39227 1.65390
H -1.15425 1.22672 2.43744
H 0.38309 2.35126 0.84719
```

Summary:
- LUMO energy (eV) = 1.1
- relative energy (zero: lowest compared OMol25 entry of this formula, charge and spin) (kcal/mol) = 122.62
- highest occupied orbital energy (Eh) = -0.2856

Atomic partial charges in e from the natural (NBO) method, atoms 1 to 5: C -0.37; C -0.41; C -0.09; C -0.49; C -0.12

DFT (ωB97M-V/def2-TZVPD) results for 2 unconnected molecules or ions with the total composition C7H10.

```
17
Properties=species:S:1:pos:R:3
C 1.17352 1.06782 1.38641
C -0.34455 0.87347 1.52881
C 0.30794 1.66985 0.35706
C 0.23187 1.02986 -0.97717
C -0.05371 -0.26510 -1.10827
C -0.43826 -1.11197 0.07983
C -0.89422 -0.44108 1.33573
H 1.62052 1.70308 2.14515
H 1.76498 0.19970 1.10894
H -0.77601 1.48274 2.32115
H 0.16257 2.74641 0.40136
H 0.43069 1.65295 -1.84599
H -0.09433 -0.72498 -2.09386
H -0.92116 -3.18248 -2.70148
H -1.16169 -1.88360 -0.21320
H 0.42475 -1.70452 0.44270
H -1.43292 -3.11214 -2.16714
```

Summary:
- LUMO energy (eV) = 0.4
- relative energy (zero: lowest compared OMol25 entry of this formula, charge and spin) (kcal/mol) = 118.28
- highest occupied orbital energy (Eh) = -0.2911

Atomic partial charges in e from the natural (NBO) method, atoms 1 to 5: C -0.34; C -0.40; C -0.24; C -0.20; C -0.20

DFT (ωB97M-V/def2-TZVPD) results for C7H10 in the gas phase.

```
17
Properties=species:S:1:pos:R:3
C -1.80830 0.55112 -0.07734
C -1.02692 -0.74121 -0.15941
C 0.15194 -1.08263 0.72817
C 0.85857 0.06332 1.35732
C 1.37623 0.90698 0.47180
C 1.17106 0.43068 -0.93306
C 0.34508 -0.84662 -0.76664
H -2.26728 0.77975 -1.04600
H -2.61009 0.47228 0.66571
H -1.17991 1.40055 0.20590
H -1.65313 -1.60822 -0.36311
H 0.19588 -2.07351 1.17705
H 1.23055 0.17844 2.35508
H 1.87925 1.82960 0.74615
H 0.66296 1.19336 -1.52846
H 2.13527 0.22683 -1.41920
H 0.55190 -1.68162 -1.42974
```

Summary:
- LUMO energy (eV) = 1.2
- relative energy (zero: lowest compared OMol25 entry of this formula, charge and spin) (kcal/mol) = 29.81
- SMILES = C[C@@H]1[C@@H]2C=CC[C@H]12
- highest occupied orbital energy (Eh) = -0.3195

Atomic partial charges in e from the natural (NBO) method, atoms 1 to 5: C -0.62; C -0.21; C -0.27; C -0.21; C -0.19

DFT (ωB97M-V/def2-TZVPD) results for C7H10 in the gas phase.

```
17
Properties=species:S:1:pos:R:3
C 0.01669 1.43606 2.28969
C -0.30577 0.58424 1.26229
C 0.28622 0.55649 -0.11575
C 1.21811 1.40247 -0.63901
C 0.00035 -0.79970 -0.75553
C 0.98150 -1.75212 -1.00046
C -1.50097 -1.01616 -1.02384
H -0.06043 1.13778 3.31411
H 0.30106 2.53066 2.16097
H -1.07765 -0.18405 1.40465
H 1.63692 2.02363 0.13718
H 1.20867 1.42936 -1.84239
H 2.04385 -1.55374 -0.58562
H 0.88060 -2.79765 -1.26658
H -1.98092 -0.05615 -0.60318
H -1.71187 -0.98954 -2.12076
H -1.93637 -1.95158 -0.61577
```

Summary:
- LUMO energy (eV) = 0.3
- relative energy (zero: lowest compared OMol25 entry of this formula, charge and spin) (kcal/mol) = 86.93
- SMILES = C=CC(=C)C(=C)C
- highest occupied orbital energy (Eh) = -0.3098

Atomic partial charges in e from the natural (NBO) method, atoms 1 to 5: C -0.38; C -0.22; C -0.08; C -0.40; C 0.00

DFT (ωB97M-V/def2-TZVPD) results for C7H10 in the gas phase.

```
17
Properties=species:S:1:pos:R:3
C 1.66686 -1.90949 -0.13611
C 0.41895 -1.43238 -0.10260
C 0.04704 -0.15072 0.58157
C -0.02176 -0.10008 1.91167
C -0.54368 0.87927 -0.31857
C -0.19618 2.14422 -0.09086
C -1.23331 0.50464 -1.61179
H 1.89359 -2.61313 -0.93698
H 2.46544 -1.81904 0.58700
H -0.37913 -2.09744 -0.42120
H 0.25092 -0.96654 2.49505
H -0.33083 0.80212 2.42557
H 0.38090 2.43691 0.77707
H -0.61104 2.97147 -0.65871
H -1.33305 -0.56931 -1.71931
H -2.19207 1.02176 -1.65733
H -0.67292 0.88194 -2.46325
```

Summary:
- LUMO energy (eV) = 1.0
- relative energy (zero: lowest compared OMol25 entry of this formula, charge and spin) (kcal/mol) = 61.65
- SMILES = C=CC(=C)C(=C)C
- highest occupied orbital energy (Eh) = -0.3207

Atomic partial charges in e from the natural (NBO) method, atoms 1 to 5: C -0.38; C -0.21; C -0.06; C -0.37; C -0.01

DFT (ωB97M-V/def2-TZVPD) results for a molecular structure, C7H10.

```
17
Properties=species:S:1:pos:R:3
C 1.05078 -1.16454 1.30829
C 0.99279 0.31295 0.99561
C 0.68507 0.81665 -0.41472
C -0.01798 0.00115 -1.51227
C -1.47444 0.15392 -1.05233
C -1.45303 0.37863 0.38965
C -0.27977 1.01060 0.73518
H 2.04332 -1.54576 1.04672
H 0.89021 -1.35039 2.37507
H 0.30697 -1.75143 0.75315
H 1.76660 0.88666 1.49935
H 1.29301 1.65694 -0.75531
H 0.29951 -1.05503 -1.60143
H 0.14030 0.44729 -2.50206
H -2.29797 -0.35624 -1.56901
H -2.36837 0.24564 0.95547
H -1.61677 1.33456 -0.67911
```

Summary:
- LUMO energy (eV) = 0.9
- relative energy (zero: lowest compared OMol25 entry of this formula, charge and spin) (kcal/mol) = 115.29
- highest occupied orbital energy (Eh) = -0.2649

Atomic partial charges in e from the natural (NBO) method, atoms 1 to 5: C -0.61; C -0.19; C -0.28; C -0.42; C -0.43